(1)
Formula: C40H44CdCl2N7O5S
Source: OMol25
Level of theory: wB97M-V/def2-TZVPD

## Properties
Energy relative to the best compared isomer or geometry (same formula, charge and spin), kJ/mol: 0.0
Max |F|, hartree/bohr: 0.0071
Kohn-Sham gap, Eh: 0.236

```
! wB97M-V def2-TZVPD RIJCOSX def2/J DEFGRID3
* xyz -1 1
Cd -0.605 -0.336 -1.179
Cl -7.044 0.632 1.525
Cl -5.967 -1.960 3.076
S -1.367 2.096 1.478
O -2.082 -3.901 1.004
O -2.795 2.437 1.751
O 6.603 -2.821 3.547
O 4.592 -2.603 1.493
O -4.420 1.434 -2.549
N -1.036 2.418 -2.322
N -0.304 -0.871 -3.787
N 4.316 -3.501 3.538
N 0.830 -0.816 1.626
N -2.735 0.488 -1.262
N -1.892 -1.863 -0.109
N 0.655 -2.669 -0.866
C 2.093 1.345 -0.908
C -1.118 4.874 1.426
C 2.456 -4.233 -0.794
C -4.805 0.399 0.044
C -3.248 1.329 -2.166
C 1.157 -0.872 -3.849
C -0.507 2.087 3.088
C -0.479 3.922 -4.093
C -3.585 -0.151 -0.346
C 2.440 -2.359 2.489
C -5.543 -0.137 1.082
C -1.765 3.799 -4.608
C 1.461 -2.975 3.261
C 5.704 -3.904 3.557
C -0.097 -1.416 2.374
C -0.672 1.379 5.495
C -3.127 -1.327 0.311
C 2.071 -1.286 1.686
C 1.911 -3.011 -1.145
C -0.108 -3.514 -0.182
C -2.667 2.969 -3.972
C -0.872 -2.185 -4.054
C -1.419 1.541 4.177
C -5.080 -1.252 1.751
C 1.647 -5.136 -0.118
C -0.601 6.092 0.668
C 1.333 0.473 -1.694
C 1.841 0.163 -2.961
C 3.858 -2.815 2.450
C -2.254 2.278 -2.833
C -0.166 3.214 -2.945
C -0.845 0.101 -4.729
C 0.352 -4.771 0.204
C -1.499 -3.076 0.280
C -3.889 -1.844 1.363
C 3.750 1.609 -2.629
C 3.029 0.730 -3.424
C -0.593 3.589 0.811
C 3.282 1.911 -1.355
C 0.168 -2.495 3.207
H -1.921 0.203 -4.588
H 0.491 6.147 0.695
H 3.819 -3.407 4.407
H 3.845 2.585 -0.717
H 2.031 -6.108 0.171
H 0.264 4.551 -4.565
H -2.054 4.343 -5.499
H 1.483 -0.729 -4.891
H -0.373 1.071 -4.573
H 2.807 -0.810 1.044
H 0.487 3.465 0.936
H 3.489 -4.455 -1.026
H -0.808 3.548 -0.259
H -0.513 -2.906 -3.322
H -3.557 -2.733 1.869
H 0.372 1.453 2.943
H -1.959 -2.130 -3.974
H -3.679 2.821 -4.319
H 3.390 0.486 -4.420
H -0.282 2.337 5.847
H -0.639 -2.968 3.749
H -0.654 -0.214 -5.769
H 4.669 2.050 -2.998
H -0.901 6.050 -0.381
H -0.169 3.093 3.344
H 1.504 -1.868 -3.564
H -1.846 0.584 3.868
H 2.511 -2.253 -1.641
H -1.112 -1.049 2.263
H 0.827 3.269 -2.505
H -2.208 4.844 1.409
H 0.176 0.698 5.385
H 5.883 -4.461 4.473
H 5.877 -4.553 2.698
H 1.751 1.585 0.097
H -1.325 0.977 6.272
H -2.273 2.210 4.287
H 6.459 -2.375 2.701
H -5.172 1.278 -0.457
H -0.316 -5.409 0.763
H -0.992 7.019 1.090
H -0.829 4.942 2.479
H -0.617 -2.545 -5.065
H 1.696 -3.847 3.860
*
```

Atomic partial charges in e from the Mulliken method, atoms 1 to 99: Cd 2.544; Cl -0.274; Cl -0.269; S 0.906; O -0.847; O -0.782; O -0.567; O -0.726; O -0.807; N 0.353; N 0.427; N -0.195; N 0.643; N 0.302; N 0.116; N 0.543; C 1.304; C -0.277; C -1.090; C -0.797; C -0.406; C -1.963; C -1.038; C -0.957; C -0.006; C 0.605; C 0.111; C -0.545; C -0.558; C -0.444; C -0.010; C -1.441; C -0.451; C -0.702; C -0.432; C 0.117; C -0.518; C -1.224; C -0.037; C -0.093; C -0.619; C -1.350; C -1.560; C 2.575; C 0.317; C 0.227; C -0.289; C -1.212; C -0.614; C -0.052; C -0.616; C -0.849; C -0.861; C -0.049; C -0.964; C -1.996; H 0.386; H 0.324; H 0.278; H 0.413; H 0.387; H 0.480; H 0.401; H 0.302; H 0.190; H 0.579; H 0.637; H 0.464; H -0.763; H 0.266; H 0.717; H 0.080; H 0.304; H 0.536; H 0.397; H 0.359; H 0.548; H 0.387; H 0.351; H 0.283; H 0.748; H 0.532; H 0.063; H 0.336; H 0.719; H 0.374; H 0.373; H 0.276; H 0.372; H 0.277; H 0.297; H 0.405; H 0.412; H 0.370; H 0.570; H 0.533; H 0.420; H 0.230; H 0.360

(2)
Formula: C12H22F3N4O16PS
Source: OMol25
Level of theory: wB97M-V/def2-TZVPD

## Properties
Max |F|, hartree/bohr: 0.0620
Kohn-Sham gap, Eh: 0.372

```
! wB97M-V def2-TZVPD RIJCOSX def2/J DEFGRID3
* xyz 0 1
S 0.153 0.456 0.891
P -3.178 2.258 1.675
F 2.561 1.190 4.339
F 3.452 3.109 4.550
F 2.797 2.510 2.622
O -1.143 -4.141 3.256
O 0.484 0.320 -0.479
O 0.956 -4.281 -9.440
O -4.505 1.404 1.399
O -2.775 2.936 0.281
O -1.447 0.332 1.120
O 0.399 1.892 1.527
O 1.047 4.380 3.694
O 0.847 -0.485 1.695
O -0.520 4.512 -2.325
O -1.283 3.544 -4.095
O 2.092 -0.166 -3.909
O 3.109 -4.401 -9.393
O 1.790 -2.211 -4.520
O -1.852 -2.850 1.685
O -3.370 3.267 2.708
N 2.073 -1.359 -3.703
N -1.471 -3.920 2.109
N 2.030 -4.164 -8.891
N -0.540 3.612 -3.138
C -1.452 -0.716 3.826
C -0.082 2.201 4.011
C 1.146 3.104 4.253
C 2.015 -3.690 -7.480
C -2.341 0.351 3.362
C -0.674 -1.462 4.352
C -1.399 -5.046 1.138
C -1.732 1.222 2.233
C 0.423 2.492 -2.953
C -0.581 2.191 2.578
C 2.424 -1.825 -2.333
C 2.487 2.433 3.905
H 3.290 -2.476 -2.422
H -1.043 -5.929 1.658
H -2.694 0.978 4.184
H -0.710 -4.754 0.351
H 0.003 -2.150 4.789
H -3.214 -0.154 2.933
H 1.195 3.266 5.333
H 3.036 -3.634 -7.122
H 1.061 4.330 2.731
H -2.399 -5.202 0.745
H 1.567 -2.364 -1.942
H -0.863 3.216 2.322
H -0.904 2.586 4.619
H 1.440 -4.405 -6.900
H 2.649 -0.961 -1.719
H 1.547 -2.710 -7.467
H 0.180 1.181 4.308
H 1.014 2.686 -2.066
H -4.844 1.059 2.235
H -0.152 1.579 -2.840
H 1.053 2.451 -3.837
H -3.151 2.408 -0.442
*
```

Population analysis type Mulliken, resulting atomic charges in e: S 1.047; P 0.680; F -0.267; F -0.313; F -0.251; O -0.520; O -0.451; O -0.522; O -0.545; O -0.398; O -0.372; O -0.195; O -0.607; O -0.618; O -0.527; O -0.548; O -0.523; O -0.523; O -0.550; O -0.427; O -0.738; N 0.934; N 0.847; N 0.878; N 0.918; C -0.879; C -0.461; C -0.615; C -0.710; C -0.975; C -0.250; C -0.710; C 1.467; C -0.647; C -0.565; C -0.719; C 0.849; H 0.326; H 0.304; H 0.498; H 0.225; H 0.408; H 0.660; H 0.547; H 0.313; H 0.421; H 0.286; H 0.287; H 0.668; H 0.384; H 0.278; H 0.246; H 0.288; H 0.188; H 0.245; H 0.350; H 0.225; H 0.351; H 0.308

(3)
Formula: C14H27Cl3N2PTe4V
Source: OMol25
Level of theory: wB97M-V/def2-TZVPD

## Properties
<S²>: 0.7923
Max |F|, hartree/bohr: 0.0381
Kohn-Sham gap (spin up / spin down), Eh: 0.223 / 0.232

```
! wB97M-V def2-TZVPD RIJCOSX def2/J DEFGRID3
* xyz 1 2
Te -2.920 -0.174 3.817
Te -3.155 -2.891 3.763
Te -0.659 -3.271 2.836
Te -4.257 0.287 1.540
V -1.985 -1.316 1.616
Cl -5.569 -3.114 -1.350
Cl -3.556 -4.890 -2.414
Cl -3.553 -2.093 -3.164
P 0.451 0.340 0.152
N -0.769 -0.480 0.893
N -2.626 -2.319 0.160
C 1.714 0.717 1.495
C 2.463 -0.283 -1.734
C 0.081 -0.798 -2.320
C -3.901 -3.260 -1.886
C 1.118 -0.781 -1.187
C -1.671 1.510 -1.274
C 2.501 -0.575 1.775
C 1.240 -2.226 -0.668
C -0.361 1.881 -0.544
C 2.681 1.835 1.082
C -3.056 -2.894 -0.724
C -0.736 2.756 0.667
C 0.563 2.659 -1.492
C 1.002 1.083 2.810
H -0.913 -1.058 -1.954
H 1.356 -2.881 -1.537
H 0.769 2.105 -2.408
H -2.370 2.342 -1.169
H 1.835 -1.410 1.994
H 0.136 3.176 1.163
H -1.336 2.204 1.391
H 3.193 1.624 0.143
H 1.508 2.935 -1.033
H 0.024 0.151 -2.848
H 3.260 -0.330 -0.995
H -2.155 0.634 -0.849
H 3.170 -0.849 0.964
H 0.346 -2.542 -0.132
H 2.754 -0.931 -2.566
H 1.727 0.976 3.619
H 0.177 0.411 3.023
H 2.103 -2.381 -0.028
H 3.117 -0.406 2.661
H 0.636 2.105 2.827
H 2.407 0.736 -2.115
H 0.053 3.581 -1.783
H -1.515 1.342 -2.338
H 0.383 -1.559 -3.044
H -1.339 3.592 0.306
H 2.187 2.802 1.000
H 3.445 1.926 1.859
*
```

Population analysis type Mulliken, resulting atomic charges in e: Te -0.164; Te -0.111; Te -0.051; Te -0.179; V 0.651; Cl -0.059; Cl -0.073; Cl -0.075; P -0.061; N 0.751; N 0.163; C 1.853; C -1.751; C -1.765; C 0.695; C 1.880; C -1.397; C -1.737; C -1.310; C 1.841; C -1.872; C -0.437; C -1.705; C -1.775; C -1.373; H 0.167; H 0.537; H 0.321; H 0.498; H 0.178; H 0.288; H 0.157; H 0.308; H 0.286; H 0.184; H 0.299; H 0.008; H 0.267; H 0.009; H 0.507; H 0.526; H 0.023; H 0.293; H 0.638; H 0.322; H 0.305; H 0.505; H 0.315; H 0.667; H 0.627; H 0.302; H 0.521

- Which of these has the highest max |F|?
  C12H22F3N4O16PS

- Which of these has the highest max |F|?
  C12H22F3N4O16PS